Entry 1:
This record from the OMol25 dataset describes the ion C9H17N2O with charge +1 at a distorted geometry. The level of theory is ωB97M-V/def2-TZVPD.

Computed properties:
DFT total energy (eV): -14625.535
Orbital gap (Eh): 0.277
Multiplicity: 1
LUMO (eV): -4.926
Charge: +1

The geometry in XYZ format:
```
29
Properties=species:S:1:pos:R:3:forces:R:3:nbo_charge:R:1
C 0.291092 1.028574 0.174936 -0.136 -0.837 0.070 -0.181
C 2.291805 0.492108 0.985074 -0.690 2.892 -0.519 0.320
C -0.678486 2.144097 -0.086836 3.275 1.215 0.618 0.482
C 0.916032 -0.395901 -0.653298 -0.851 1.053 0.215 0.023
C 0.513117 -2.847995 -1.222901 -2.651 0.402 -2.897 -0.615
C -1.482082 -1.399845 -0.802156 1.089 -0.521 0.556 -0.631
C 0.018863 -2.106659 1.132273 -1.766 -1.390 0.948 -0.647
C -1.385113 4.405105 0.446108 0.301 2.669 0.445 -0.267
C 0.008663 -1.728252 -0.416370 -0.429 1.977 1.616 -0.036
N 1.312231 1.354896 1.022579 2.154 0.476 1.897 -0.540
N 2.218907 -0.454156 0.064590 -2.939 0.658 -0.140 -0.604
O -0.509671 3.338227 0.461542 0.987 -5.788 -1.415 -0.354
H -0.493108 0.547720 0.791505 -0.934 -0.431 0.389 0.282
H 3.227379 0.763035 1.464365 -0.132 -0.639 0.413 0.227
H -1.430793 1.860454 -0.765737 -1.703 0.408 -0.517 0.203
H 1.085922 0.015917 -1.684443 -0.325 -1.270 0.545 0.237
H 1.466127 -3.087027 -0.935134 2.484 -0.948 0.292 0.212
H 0.386844 -2.643741 -2.361911 0.573 -0.378 1.872 0.215
H -0.198522 -3.624581 -0.974241 0.306 -0.781 -0.215 0.232
H -1.903648 -0.754836 -0.014488 -0.103 0.200 -0.799 0.199
H -1.433166 -1.042656 -1.820541 -0.390 0.878 -0.183 0.218
H -2.159226 -2.263020 -0.877934 0.580 -0.109 0.377 0.245
H 0.954622 -2.377339 1.743719 -1.080 0.670 -1.522 0.246
H -0.744000 -3.038256 1.369783 1.889 2.213 -1.019 0.244
H -0.514514 -1.263670 1.624541 0.576 -0.467 0.211 0.196
H -1.845465 4.453239 1.413849 0.261 0.373 0.830 0.222
H -2.232188 4.371533 -0.188631 -0.359 -0.380 -1.463 0.206
H -0.663057 5.258097 0.250054 -1.511 -0.637 0.281 0.238
H 2.981439 -1.005067 -0.140299 1.524 -1.509 -0.888 0.426
```
Forces are in eV/Å.

Entry 2:
This record from the OMol25 dataset describes a structure of composition C16H25SZr at a distorted geometry. The level of theory is ωB97M-V/def2-TZVPD.

Computed properties:
DFT total energy (eV): -29106.749
Orbital gap (Eh): 0.281
Multiplicity: 1
LUMO (eV): -3.801
Charge: +1

The geometry in XYZ format:
```
43
Properties=species:S:1:pos:R:3:forces:R:3:nbo_charge:R:1
C -0.331576 0.570685 -3.233402 0.342 -0.662 -0.059 -0.454
C 0.261861 1.979884 -3.427996 -0.189 -0.029 -0.110 -0.615
C 0.424375 -0.422182 -4.140820 -0.063 0.066 -0.326 -0.608
C -1.810124 0.600134 -3.696328 0.174 0.141 0.156 -0.617
H 0.190049 -0.193003 -5.199305 0.167 -0.105 0.286 0.213
H 0.137085 -1.472525 -3.974065 0.079 0.409 -0.106 0.202
H 1.517846 -0.366589 -4.031539 -0.405 0.032 -0.095 0.202
H -0.108305 2.406335 -4.373984 0.067 -0.013 0.205 0.224
H 1.355473 1.985202 -3.487019 -0.194 -0.085 0.101 0.214
H -0.032340 2.683268 -2.633380 -0.025 0.051 -0.091 0.197
H -1.874788 1.175854 -4.636024 -0.051 -0.151 0.248 0.221
H -2.476593 1.097184 -2.973758 0.019 -0.020 -0.133 0.201
H -2.221290 -0.396120 -3.904092 0.162 0.174 0.175 0.215
C 1.589007 -0.049786 0.779177 0.432 0.395 -0.386 -0.347
C 1.991596 -0.721385 -0.412829 0.629 0.860 -0.335 -0.365
C 2.138120 0.273182 -1.448496 0.795 0.009 1.063 -0.319
H 2.277509 -1.771455 -0.487815 -0.265 0.533 -0.049 0.268
C 1.889434 1.559308 -0.842383 0.193 -0.670 0.040 -0.347
C 1.548597 1.357709 0.521503 1.084 -0.761 -0.598 -0.264
H 1.482401 2.143760 1.271157 -0.383 -0.251 -0.312 0.251
H 1.405406 -0.520073 1.741727 0.206 0.093 -0.410 0.245
H 2.572973 0.084533 -2.428932 -0.359 0.186 0.378 0.265
H 2.037594 2.528133 -1.319578 -0.241 -0.418 0.124 0.270
C -2.166879 -1.110229 0.249141 0.376 -1.244 -0.690 -0.273
C -0.896389 -1.701286 0.561732 -0.900 -0.128 -0.322 -0.373
C -0.355421 -2.262259 -0.639016 -0.924 0.019 -0.111 -0.352
H -0.484772 -1.777156 1.566855 -0.096 -0.099 -0.412 0.251
C -1.247284 -1.943122 -1.716768 -0.453 -0.691 0.843 -0.336
C -2.378102 -1.257418 -1.155959 0.433 -0.148 0.372 -0.313
H -3.295662 -0.988557 -1.684963 0.545 0.061 0.149 0.269
H -2.908688 -0.771604 0.977749 0.527 0.161 -0.480 0.269
H 0.491924 -2.932706 -0.689552 -0.113 0.273 -0.109 0.265
H -1.171041 -2.351194 -2.723030 -0.033 0.389 0.342 0.271
Zr -0.203820 0.123973 -0.930448 -0.592 0.837 0.630 1.778
C -0.599648 1.155335 2.884730 0.061 -0.194 -0.092 -0.708
S -1.306241 1.453383 1.228666 -0.729 0.383 0.637 0.276
C -1.559088 3.230263 1.328483 -0.371 0.118 -0.220 -0.728
H 0.003643 0.244060 2.856323 -0.226 0.264 0.078 0.233
H -1.417092 1.018889 3.599620 0.165 0.103 -0.196 0.252
H 0.026115 2.006916 3.186884 -0.164 -0.313 -0.176 0.236
H -2.603833 3.364042 1.648771 0.524 0.283 -0.113 0.251
H -0.862794 3.656705 2.053395 -0.120 0.090 -0.224 0.237
H -1.403040 3.656412 0.330868 -0.082 0.054 0.331 0.242
```
Forces are in eV/Å.

Copy entry 1 word for word.
This record from the OMol25 dataset describes the ion C9H17N2O with charge +1 at a distorted geometry. The level of theory is ωB97M-V/def2-TZVPD.

Computed properties:
DFT total energy (eV): -14625.535
Orbital gap (Eh): 0.277
Multiplicity: 1
LUMO (eV): -4.926
Charge: +1

The geometry in XYZ format:
```
29
Properties=species:S:1:pos:R:3:forces:R:3:nbo_charge:R:1
C 0.291092 1.028574 0.174936 -0.136 -0.837 0.070 -0.181
C 2.291805 0.492108 0.985074 -0.690 2.892 -0.519 0.320
C -0.678486 2.144097 -0.086836 3.275 1.215 0.618 0.482
C 0.916032 -0.395901 -0.653298 -0.851 1.053 0.215 0.023
C 0.513117 -2.847995 -1.222901 -2.651 0.402 -2.897 -0.615
C -1.482082 -1.399845 -0.802156 1.089 -0.521 0.556 -0.631
C 0.018863 -2.106659 1.132273 -1.766 -1.390 0.948 -0.647
C -1.385113 4.405105 0.446108 0.301 2.669 0.445 -0.267
C 0.008663 -1.728252 -0.416370 -0.429 1.977 1.616 -0.036
N 1.312231 1.354896 1.022579 2.154 0.476 1.897 -0.540
N 2.218907 -0.454156 0.064590 -2.939 0.658 -0.140 -0.604
O -0.509671 3.338227 0.461542 0.987 -5.788 -1.415 -0.354
H -0.493108 0.547720 0.791505 -0.934 -0.431 0.389 0.282
H 3.227379 0.763035 1.464365 -0.132 -0.639 0.413 0.227
H -1.430793 1.860454 -0.765737 -1.703 0.408 -0.517 0.203
H 1.085922 0.015917 -1.684443 -0.325 -1.270 0.545 0.237
H 1.466127 -3.087027 -0.935134 2.484 -0.948 0.292 0.212
H 0.386844 -2.643741 -2.361911 0.573 -0.378 1.872 0.215
H -0.198522 -3.624581 -0.974241 0.306 -0.781 -0.215 0.232
H -1.903648 -0.754836 -0.014488 -0.103 0.200 -0.799 0.199
H -1.433166 -1.042656 -1.820541 -0.390 0.878 -0.183 0.218
H -2.159226 -2.263020 -0.877934 0.580 -0.109 0.377 0.245
H 0.954622 -2.377339 1.743719 -1.080 0.670 -1.522 0.246
H -0.744000 -3.038256 1.369783 1.889 2.213 -1.019 0.244
H -0.514514 -1.263670 1.624541 0.576 -0.467 0.211 0.196
H -1.845465 4.453239 1.413849 0.261 0.373 0.830 0.222
H -2.232188 4.371533 -0.188631 -0.359 -0.380 -1.463 0.206
H -0.663057 5.258097 0.250054 -1.511 -0.637 0.281 0.238
H 2.981439 -1.005067 -0.140299 1.524 -1.509 -0.888 0.426
```
Forces are in eV/Å.

What did the first record say?
This record from the OMol25 dataset describes the ion C9H17N2O with charge +1 at a distorted geometry. The level of theory is ωB97M-V/def2-TZVPD.

Computed properties:
DFT total energy (eV): -14625.535
Orbital gap (Eh): 0.277
Multiplicity: 1
LUMO (eV): -4.926
Charge: +1

The geometry in XYZ format:
```
29
Properties=species:S:1:pos:R:3:forces:R:3:nbo_charge:R:1
C 0.291092 1.028574 0.174936 -0.136 -0.837 0.070 -0.181
C 2.291805 0.492108 0.985074 -0.690 2.892 -0.519 0.320
C -0.678486 2.144097 -0.086836 3.275 1.215 0.618 0.482
C 0.916032 -0.395901 -0.653298 -0.851 1.053 0.215 0.023
C 0.513117 -2.847995 -1.222901 -2.651 0.402 -2.897 -0.615
C -1.482082 -1.399845 -0.802156 1.089 -0.521 0.556 -0.631
C 0.018863 -2.106659 1.132273 -1.766 -1.390 0.948 -0.647
C -1.385113 4.405105 0.446108 0.301 2.669 0.445 -0.267
C 0.008663 -1.728252 -0.416370 -0.429 1.977 1.616 -0.036
N 1.312231 1.354896 1.022579 2.154 0.476 1.897 -0.540
N 2.218907 -0.454156 0.064590 -2.939 0.658 -0.140 -0.604
O -0.509671 3.338227 0.461542 0.987 -5.788 -1.415 -0.354
H -0.493108 0.547720 0.791505 -0.934 -0.431 0.389 0.282
H 3.227379 0.763035 1.464365 -0.132 -0.639 0.413 0.227
H -1.430793 1.860454 -0.765737 -1.703 0.408 -0.517 0.203
H 1.085922 0.015917 -1.684443 -0.325 -1.270 0.545 0.237
H 1.466127 -3.087027 -0.935134 2.484 -0.948 0.292 0.212
H 0.386844 -2.643741 -2.361911 0.573 -0.378 1.872 0.215
H -0.198522 -3.624581 -0.974241 0.306 -0.781 -0.215 0.232
H -1.903648 -0.754836 -0.014488 -0.103 0.200 -0.799 0.199
H -1.433166 -1.042656 -1.820541 -0.390 0.878 -0.183 0.218
H -2.159226 -2.263020 -0.877934 0.580 -0.109 0.377 0.245
H 0.954622 -2.377339 1.743719 -1.080 0.670 -1.522 0.246
H -0.744000 -3.038256 1.369783 1.889 2.213 -1.019 0.244
H -0.514514 -1.263670 1.624541 0.576 -0.467 0.211 0.196
H -1.845465 4.453239 1.413849 0.261 0.373 0.830 0.222
H -2.232188 4.371533 -0.188631 -0.359 -0.380 -1.463 0.206
H -0.663057 5.258097 0.250054 -1.511 -0.637 0.281 0.238
H 2.981439 -1.005067 -0.140299 1.524 -1.509 -0.888 0.426
```
Forces are in eV/Å.

Question: The highest orbital gap belongs to which entry?
Answer: C16H25SZr